No. 1
A cluster of 11 separate species, C11Cl44 in total in a non-equilibrium geometry, computed with wB97M-V/def2-TZVPD.

```
55
C11Cl44, DFT wB97M-V/def2-TZVPD
C -24.39151 -3.52050 -7.37921
Cl -22.63362 -3.41910 -7.27210
Cl -25.05173 -3.60074 -5.72317
Cl -24.94428 -2.06909 -8.28117
Cl -24.91572 -4.94636 -8.32164
C -26.85381 -8.30236 -6.94316
Cl -26.18927 -8.34241 -8.56470
Cl -28.54272 -7.89533 -7.08343
Cl -26.64994 -9.94299 -6.29607
Cl -26.08490 -7.06183 -6.03324
C -18.36538 -8.67619 -3.91663
Cl -18.03904 -8.65352 -2.16317
Cl -18.94212 -7.06655 -4.30092
Cl -17.00225 -9.01960 -4.98199
Cl -19.67783 -9.78441 -4.18766
C -22.51024 -4.09634 -12.43663
Cl -20.82487 -3.82940 -13.15698
Cl -22.38986 -5.34451 -11.29144
Cl -23.01259 -2.57224 -11.69283
Cl -23.55214 -4.50825 -13.70797
C -22.81732 -13.78274 -11.14869
Cl -23.00711 -14.10311 -12.91648
Cl -22.89777 -15.22784 -10.19893
Cl -21.29513 -13.01885 -10.88616
Cl -24.14632 -12.60474 -10.69135
C -22.96862 -7.01980 -3.23649
Cl -24.55619 -6.44613 -2.58803
Cl -22.44400 -5.78299 -4.43670
Cl -21.88375 -7.17671 -1.92536
Cl -23.21922 -8.48437 -4.14956
C -22.25181 -13.65697 -5.46447
Cl -22.46032 -13.50678 -3.71132
Cl -23.90104 -13.64301 -6.22987
Cl -21.39794 -12.20953 -6.08823
Cl -21.44052 -15.20175 -5.83826
C -14.99658 -9.15415 -9.09073
Cl -16.81951 -9.23016 -9.27531
Cl -14.71799 -8.47223 -7.57799
Cl -14.29188 -10.79818 -9.18016
Cl -14.51996 -8.09899 -10.36866
C -18.57812 -5.45571 -9.10807
Cl -18.97256 -6.04789 -7.48164
Cl -16.88551 -5.60540 -9.24788
Cl -19.37419 -6.49366 -10.33870
Cl -19.15925 -3.81019 -9.28733
C -22.90508 -9.29501 -14.86202
Cl -21.43522 -8.39973 -15.08291
Cl -23.64872 -9.75909 -16.45622
Cl -22.59732 -10.65896 -13.84574
Cl -24.16885 -8.34930 -14.01995
C -22.12907 -8.80095 -8.81196
Cl -23.22896 -9.92874 -7.91775
Cl -20.47415 -9.46816 -8.57601
Cl -22.55516 -8.79475 -10.50009
Cl -22.27808 -7.16116 -8.14819
```

Calculated values
LUMO energy = -0.04 eV
SMILES string = ClC(Cl)(Cl)Cl.ClC(Cl)(Cl)Cl.ClC(Cl)(Cl)Cl.ClC(Cl)(Cl)Cl.ClC(Cl)(Cl)Cl.ClC(Cl)(Cl)Cl.ClC(Cl)(Cl)Cl.ClC(Cl)(Cl)Cl.ClC(Cl)(Cl)Cl.ClC(Cl)(Cl)Cl.ClC(Cl)(Cl)Cl
HOMO level = -10.94 eV
Total charge = 0
Multiplicity = 1
Calculated total energy = -562389.9983 eV

***

No. 2
A structure of composition C11H10BrIrNSe in a non-equilibrium geometry, computed with wB97M-V/def2-TZVPD.

```
25
C11H10BrIrNSe, DFT wB97M-V/def2-TZVPD
C 2.03676 -0.60441 -0.72106
C 2.25582 0.79588 -0.68595
C 2.19659 1.18572 0.74953
H 2.67924 1.41156 -1.47866
C 1.52688 0.03581 1.42551
C 1.64371 -1.06168 0.53113
H 1.39775 -2.09278 0.78124
H 2.15391 -1.22442 -1.61117
H 2.92764 1.82888 1.25413
H 1.32762 -0.03842 2.48230
Ir 0.42840 1.90793 0.50383
Br 0.16578 3.14602 -1.55850
C -2.17864 -0.57669 -0.24301
C -1.93570 -1.97725 -0.03180
C -1.28158 -2.48332 -1.17174
H -2.15597 -2.48858 0.90764
C -1.11097 -1.43978 -2.11310
C -1.63549 -0.24313 -1.52729
H -1.49393 0.75660 -1.93613
H -2.48053 0.13047 0.52357
H -0.97195 -3.50475 -1.31739
H -0.59707 -1.46466 -3.07174
Se -2.53210 3.19538 3.94873
C -1.57170 2.56500 2.62422
N -0.79448 2.24061 1.73573
```

Calculated values
LUMO energy (spin up / spin down) = 2.94 / 0.97 eV
HOMO level (spin up / spin down) = -2.88 / -4.02 eV
Total charge = -1
Multiplicity = 5
Calculated total energy = -151282.9066 eV

***

No. 3
The molecule C11H10BrN5O2S in a non-equilibrium geometry, computed with wB97M-V/def2-TZVPD.

```
30
C11H10BrN5O2S, DFT wB97M-V/def2-TZVPD
C -1.47890 -3.49271 -1.29804
C -1.76662 -2.20606 -0.61428
N -1.34350 -1.10404 -1.13189
N -1.57382 0.07480 -0.55087
C -2.23194 0.11800 0.55878
N -2.72302 -0.98310 1.18258
C -2.53511 -2.25884 0.64266
O -2.97347 -3.24085 1.19025
H -3.23871 -0.90649 2.05322
S -2.48805 1.66723 1.33057
C -1.80386 2.75922 0.05307
H -1.77592 3.75197 0.50631
H -2.48316 2.77125 -0.79872
C -0.41221 2.38126 -0.44970
O -0.09444 2.60403 -1.58869
N 0.41024 1.89349 0.52162
C 1.66348 1.32130 0.37008
N 2.15696 0.83444 1.50522
C 3.34258 0.25910 1.49344
C 4.08997 0.14020 0.33285
C 3.58018 0.63856 -0.85971
C 2.34092 1.24671 -0.84817
H 1.89686 1.64519 -1.74403
H 4.14329 0.55150 -1.77633
Br 5.79289 -0.69993 0.37798
H 3.70074 -0.11888 2.44092
H 0.05180 1.80698 1.46613
H -0.91614 -4.14272 -0.62960
H -2.41483 -3.99988 -1.52770
H -0.91621 -3.31174 -2.20799
```

Calculated values
LUMO energy = 0.00 eV
SMILES string = Cc1nnc(SCC(=O)Nc2ccc(Br)cn2)[nH]c1=O
HOMO level = -8.75 eV
Total charge = 0
Multiplicity = 1
Calculated total energy = -103992.7557 eV

***

No. 4
A structure of composition C11H10BrNO2 in a non-equilibrium geometry, computed with wB97M-V/def2-TZVPD.

```
25
C11H10BrNO2, DFT wB97M-V/def2-TZVPD
C 1.95531 -0.11629 1.21811
C -3.05675 -1.66196 0.57135
C -2.03288 -1.70349 1.56042
C -2.99431 -0.70178 -0.43839
C -0.95786 -0.86484 1.42091
C -2.09367 0.29772 -0.34766
C -1.06338 0.28357 0.64413
C -0.02064 1.31050 0.52595
C 1.64613 -0.33757 -2.05521
C 2.51566 1.54430 -0.66117
C 1.39120 1.15533 0.97933
N 2.52427 -1.11319 1.13582
O -0.32571 2.39482 0.01471
O 2.66607 0.33856 -1.35635
Br 1.96889 2.45886 2.24200
H -3.80731 -2.48508 0.50462
H -1.94841 -2.58895 2.16358
H -3.76070 -0.63260 -1.19046
H -0.28229 -0.92570 2.23806
H -1.99702 0.98919 -1.12836
H 2.11629 -1.36217 -2.34149
H 1.39394 0.25283 -2.86863
H 0.83962 -0.66510 -1.46553
H 1.84158 2.36901 -1.05649
H 3.48200 1.76403 -0.30924
```

Calculated values
LUMO energy = -0.68 eV
Energy relative to the best compared isomer or geometry (same formula, charge and spin) = 56.4 kcal/mol
HOMO level = -9.38 eV
Total charge = 0
Multiplicity = 1
Calculated total energy = -87193.2362 eV

***

No. 5
A structure of composition C11H10BrNOPb in a non-equilibrium geometry, computed with wB97M-V/def2-TZVPD.

```
25
C11H10BrNOPb, DFT wB97M-V/def2-TZVPD
C -1.80312 -0.74367 0.80486
C -1.95541 -1.30307 2.10666
C -2.37233 -0.27319 2.98352
H -1.80280 -2.34126 2.36728
C -2.47517 0.94018 2.23980
C -2.10345 0.66056 0.88347
H -1.98933 1.37864 0.05610
H -1.52590 -1.30612 -0.09161
H -2.64112 -0.41792 4.00807
H -2.75601 1.91375 2.63523
Pb 1.13980 -0.05379 0.10506
Br 1.46475 -2.52029 1.00292
C 2.57212 0.75395 -2.37788
C 1.50065 1.55222 -2.88760
C 0.51944 0.67115 -3.43429
H 1.46514 2.64325 -2.91415
C 0.97458 -0.66797 -3.25318
C 2.23029 -0.62993 -2.57894
H 2.86910 -1.48866 -2.38035
H 3.52672 1.12569 -1.99307
H -0.39207 0.96644 -3.95396
H 0.50626 -1.56255 -3.66926
O 0.66515 -0.07537 4.54429
C 0.99488 0.23072 3.44445
N 1.38782 0.54725 2.35259
```

Calculated values
LUMO energy (spin up / spin down) = -3.27 / -2.26 eV
Energy relative to the best compared isomer or geometry (same formula, charge and spin) = 0.0 kcal/mol
HOMO level (spin up / spin down) = -8.62 / -8.52 eV
Total charge = 0
Multiplicity = 1
Calculated total energy = -90393.7449 eV

***

No. 6
A structure of composition C11H10Cl5NiO5Si, computed with wB97M-V/def2-TZVPD.

```
33
C11H10Cl5NiO5Si, DFT wB97M-V/def2-TZVPD
Ni 0.41162 -0.75509 0.62063
C -2.63587 -1.24981 2.31934
C -1.94690 -2.23963 1.39046
C -2.87866 -3.34835 0.94197
O -1.44136 -1.54877 0.22249
C -0.70418 -2.82017 2.12934
O -0.91502 -3.71185 2.93811
O 0.42756 -2.29220 1.84541
H -3.51499 -0.81621 1.83247
H -1.95269 -0.44463 2.59392
H -2.95506 -1.76253 3.22541
H -3.76157 -2.92703 0.45294
H -3.18695 -3.93246 1.80575
H -2.36852 -4.00799 0.24022
H -2.07633 -0.90973 -0.12362
Cl 3.49513 3.96143 -4.23884
C 2.55054 2.83704 -3.29522
C 1.43909 2.23058 -3.86027
C 0.70807 1.34250 -3.10434
Cl -0.67594 0.57638 -3.82144
C 1.02316 1.00360 -1.76045
O 0.29612 0.14355 -1.13561
C 2.15975 1.66608 -1.22542
C 2.61437 1.50678 0.19103
O 1.83918 2.01841 1.17178
C 2.90505 2.55426 -1.99447
H 1.14792 2.44357 -4.87905
H 3.63377 1.86648 0.30776
H 3.77128 3.03903 -1.56068
Cl 2.89987 -0.37355 0.52772
Si 0.34165 1.35284 1.65260
Cl 0.39045 1.83663 3.69056
Cl -1.04055 2.76084 0.89949
```

Calculated values
LUMO energy (spin up / spin down) = 2.69 / 2.67 eV
HOMO level (spin up / spin down) = -5.06 / -5.29 eV
Total charge = -1
Multiplicity = 3
Calculated total energy = -133348.2000 eV

***

No. 7
A cluster of 2 separate species, C11H10ClNO2 in total in a non-equilibrium geometry, computed with wB97M-V/def2-TZVPD.

```
25
C11H10ClNO2, DFT wB97M-V/def2-TZVPD
C -1.29943 2.92513 0.34717
C -2.13096 2.08066 -0.42612
C -0.13378 2.25919 0.81395
C -1.84075 0.80435 -0.76857
C 0.17115 0.97638 0.40697
C -0.68434 0.19874 -0.40225
C 1.44125 0.42354 0.72182
C 1.77850 -0.81065 0.61526
C 4.62506 0.71924 -0.40299
C -1.27312 -2.76941 0.52798
C -1.02176 -2.15228 -0.89602
N -0.30472 -0.99253 -0.81905
O 4.65659 1.09160 0.70428
O 4.51939 0.45923 -1.51517
Cl 2.72480 -2.19329 0.55237
H -1.71146 3.92806 0.68131
H -3.04321 2.51791 -0.94667
H 0.61358 2.85266 1.38165
H -2.56408 0.36084 -1.49052
H 1.96335 1.14338 1.35735
H -1.55697 -3.76249 0.41364
H -0.23114 -2.83138 0.99779
H -2.00358 -2.27512 1.08319
H -2.06164 -2.00803 -1.38322
H -0.63270 -2.94572 -1.55417
```

Calculated values
LUMO energy (spin up / spin down) = -0.07 / -0.89 eV
Energy relative to the best compared isomer or geometry (same formula, charge and spin) = 104.1 kcal/mol
HOMO level (spin up / spin down) = -7.65 / -7.34 eV
Total charge = 0
Multiplicity = 1
Calculated total energy = -29672.2380 eV

***

No. 8
A structure of composition C11H10ClNOPm in a non-equilibrium geometry, computed with wB97M-V/def2-TZVPD.

```
25
C11H10ClNOPm, DFT wB97M-V/def2-TZVPD
C 0.84031 -1.61947 0.18270
C 1.01100 -1.72722 -1.24376
C -0.27017 -1.93189 -1.81153
H 1.98581 -1.70212 -1.75031
C -1.23711 -1.90305 -0.76761
C -0.54918 -1.69452 0.44553
H -1.00693 -1.73209 1.43537
H 1.64585 -1.39274 0.89701
H -0.47615 -2.14704 -2.86049
H -2.31367 -2.12712 -0.86130
Pm 0.15167 0.65550 -1.39907
Cl 2.39047 1.55184 -0.76973
C 0.02033 2.42735 -3.24591
C -1.20380 1.72800 -3.47532
C -0.89350 0.48444 -4.11409
H -2.21138 2.14646 -3.36548
C 0.51844 0.37791 -4.21145
C 1.08601 1.56149 -3.65420
H 2.14875 1.82375 -3.68056
H 0.13663 3.40543 -2.75430
H -1.60875 -0.12808 -4.68236
H 1.05845 -0.34061 -4.84483
O -0.42218 0.42939 3.32970
C -0.41741 0.77749 2.17530
N -0.38348 1.07699 1.00969
```

Calculated values
LUMO energy (spin up / spin down) = 2.76 / 2.76 eV
Energy relative to the best compared isomer or geometry (same formula, charge and spin) = 0.0 kcal/mol
HOMO level (spin up / spin down) = -4.55 / -4.54 eV
Total charge = -1
Multiplicity = 5
Calculated total energy = -44187.9022 eV

***

No. 9
A structure of composition C11H10ClNSeV in a non-equilibrium geometry, computed with wB97M-V/def2-TZVPD.

```
25
C11H10ClNSeV, DFT wB97M-V/def2-TZVPD
C 1.42958 -1.29172 -2.68710
C 0.05571 -1.58019 -2.25535
C 0.04354 -1.85553 -0.87189
H -0.80404 -1.69385 -2.92247
C 1.32931 -1.61102 -0.38244
C 2.21468 -1.29581 -1.46835
H 3.30133 -1.07233 -1.38274
H 1.82760 -1.12412 -3.77438
H -0.78032 -2.04749 -0.21665
H 1.62479 -1.83424 0.64575
V 0.82961 0.18333 -1.58012
Cl -0.98299 1.73729 -2.44208
C -1.55872 1.77168 2.18195
C -0.82393 0.68692 2.75021
C -1.42458 -0.51986 2.31628
H 0.14795 0.79787 3.21236
C -2.52351 -0.18540 1.43614
C -2.62604 1.20614 1.35721
H -3.23537 1.78591 0.66179
H -1.29244 2.83728 2.20286
H -1.01059 -1.53273 2.42145
H -3.08536 -0.90233 0.83839
Se 3.23675 3.83763 0.16304
C 2.40933 2.32058 0.02872
N 1.69769 1.38197 -0.23258
```

Calculated values
LUMO energy (spin up / spin down) = 1.09 / 1.15 eV
HOMO level (spin up / spin down) = -2.52 / -2.53 eV
Total charge = -1
Multiplicity = 3
Calculated total energy = -116614.6903 eV

***

calculated total energy of number 1 (C11Cl44)?
-562389.9983 eV